(1)
ORCA calculation (ωB97M-V with the def2-TZVPD basis set) on the molecule C23H22N4O3 in a non-equilibrium geometry.

Atoms and positions in Å:
C -2.6638 -2.8615 3.5969
C -3.0446 -2.2529 2.2826
C -3.0776 -3.0305 1.1303
C -3.4095 -2.4738 -0.0892
C -3.6923 -1.1156 -0.1856
C -4.0915 -0.5474 -1.5012
O -4.9076 -1.0818 -2.2264
N -3.5433 0.6529 -1.8549
C -2.4567 1.3432 -1.3021
C -2.4805 2.7464 -1.3622
C -1.4554 3.5172 -0.8571
C -0.3880 2.8521 -0.2767
C -0.3468 1.4394 -0.2231
C -1.3759 0.6729 -0.7512
N 0.8166 1.0466 0.3832
C 1.4539 2.1440 0.6886
C 2.7829 2.2042 1.3577
C 3.1629 0.8590 1.9911
N 3.1836 -0.2011 1.0197
C 4.3328 -0.6302 0.4524
O 5.4429 -0.2770 0.8123
C 4.1315 -1.6105 -0.6295
C 5.0576 -2.2897 -1.3786
C 4.3242 -3.0930 -2.2780
C 3.0106 -2.8446 -2.0131
O 2.8816 -1.9533 -1.0229
N 0.7814 3.2749 0.3109
C 1.2127 4.6307 0.4974
C -3.6816 -0.3352 0.9658
C -3.3618 -0.9034 2.1838
H -2.9916 -2.2385 4.4254
H -1.5801 -2.9661 3.6568
H -3.1007 -3.8521 3.7046
H -2.8469 -4.0843 1.1934
H -3.4478 -3.0813 -0.9811
H -3.9754 1.0776 -2.6668
H -3.3330 3.2290 -1.8175
H -1.4976 4.5945 -0.9157
H -1.3229 -0.4021 -0.7301
H 3.5435 2.4750 0.6178
H 2.7736 2.9793 2.1278
H 2.4393 0.6057 2.7706
H 4.1643 0.9263 2.4230
H 2.2898 -0.3841 0.5769
H 6.1205 -2.2127 -1.2830
H 4.7175 -3.7604 -3.0169
H 2.1083 -3.2277 -2.4483
H 1.1686 4.9132 1.5529
H 0.5614 5.2928 -0.0692
H 2.2374 4.7556 0.1430
H -3.9354 0.7134 0.9106
H -3.3599 -0.2893 3.0731

E: -36312.4098 eV
structure (SMILES): Cc1ccc(C(=O)Nc2ccc3c(c2)nc(CCNC(=O)c2ccco2)n3C)cc1


(2)
ORCA calculation (ωB97M-V with the def2-TZVPD basis set) on the molecule C23H22O4S.

Atoms and positions in Å:
C -5.2457 -3.0210 -1.2942
O -5.0555 -2.1309 -0.2182
C -3.7974 -1.7542 0.1067
C -2.6424 -2.1639 -0.5567
C -1.4016 -1.7207 -0.1400
C -1.2798 -0.8530 0.9437
C -0.0023 -0.2940 1.4196
O 0.0283 0.7028 2.1157
C 1.2931 -1.0019 1.0552
C 2.3099 0.0025 0.5341
C 3.6950 -0.5253 0.3712
C 4.7603 0.0712 1.0344
C 6.0483 -0.4047 0.8649
C 6.2864 -1.4773 0.0234
C 5.2311 -2.0693 -0.6501
C 3.9422 -1.5986 -0.4778
S 1.7366 0.5363 -1.1423
O 2.7922 1.2912 -1.7620
O 1.2501 -0.6268 -1.8467
C 0.3432 1.6296 -0.8375
C 0.5460 2.7965 -0.1250
C -0.5374 3.5965 0.1813
C -1.8224 3.2398 -0.2207
C -2.9906 4.0950 0.1600
C -1.9969 2.0804 -0.9655
C -0.9157 1.2742 -1.2757
C -2.4480 -0.4310 1.5912
C -3.6826 -0.8750 1.1898
H -6.3208 -3.1816 -1.3556
H -4.7464 -3.9780 -1.1156
H -4.8897 -2.5934 -2.2364
H -2.6993 -2.8235 -1.4082
H -0.5370 -2.0195 -0.7114
H 1.1452 -1.7867 0.3193
H 1.6781 -1.4556 1.9745
H 2.2987 0.9050 1.1456
H 4.5784 0.9123 1.6881
H 6.8677 0.0668 1.3872
H 7.2923 -1.8460 -0.1130
H 5.4137 -2.8987 -1.3173
H 3.1266 -2.0452 -1.0243
H 1.5451 3.0691 0.1770
H -0.3915 4.5043 0.7478
H -2.7826 5.1433 -0.0449
H -3.1859 3.9971 1.2274
H -3.8850 3.7994 -0.3817
H -2.9857 1.7979 -1.2958
H -1.0306 0.3700 -1.8515
H -2.3517 0.2535 2.4202
H -4.5843 -0.5587 1.6898

E: -43232.9504 eV
structure (SMILES): COc1ccc(C(=O)C[C@@H](c2ccccc2)S(=O)(=O)c2ccc(C)cc2)cc1


(3)
ORCA calculation (ωB97M-V with the def2-TZVPD basis set) on a structure of composition C23H23BePSb in a non-equilibrium geometry.

Atoms and positions in Å:
C 0.0025 -0.1307 -2.2264
C -0.9862 -1.0318 -2.6999
C -0.5296 -2.3760 -2.4553
C 0.7647 -2.3282 -1.8772
C 1.0564 -0.9578 -1.6518
Be -0.0137 1.2477 2.1578
P -0.6736 2.5841 0.6879
H 0.0130 0.9611 -2.2994
H -1.8938 -0.7641 -3.2283
H -1.0422 -3.2739 -2.7525
H 2.0140 -0.6497 -1.2927
H 1.2994 -3.1926 -1.4574
H -1.8898 3.2640 0.9139
H -0.7403 2.2811 -0.7184
H 0.2535 3.6604 0.7161
C 0.0013 2.7151 5.0061
C 1.1579 2.6573 4.2438
C 1.3607 1.5581 3.3688
C 0.4982 0.4106 3.4676
C -0.8060 0.6535 4.0172
C -0.9880 1.7319 4.9105
Sb 0.7260 -1.2303 1.7697
C 2.6186 -1.7300 2.7795
C 3.7195 -1.9207 1.9319
C 5.0090 -1.9833 2.4799
C 5.1990 -1.8991 3.8701
C 4.0824 -1.7720 4.7105
C 2.7837 -1.6856 4.1690
C -1.1041 -2.2971 2.4019
C -1.1033 -3.2641 3.4059
C -2.3192 -3.8591 3.7859
C -3.5115 -3.4918 3.1522
C -3.4922 -2.5468 2.1137
C -2.2787 -1.9651 1.7143
H -0.1198 3.5299 5.7354
H 1.9456 3.4066 4.4047
H 2.3360 1.4746 2.8677
H -1.5721 -0.1329 4.0121
H -1.8730 1.8003 5.5639
H 3.5925 -1.9932 0.8522
H 5.8668 -2.1078 1.8119
H 6.2002 -1.9507 4.2875
H 4.2199 -1.7290 5.7899
H 1.9321 -1.5668 4.8345
H -0.1679 -3.5868 3.8784
H -2.3259 -4.6191 4.5696
H -4.4532 -3.9555 3.4467
H -4.4107 -2.2796 1.5925
H -2.2689 -1.2878 0.8535

E: -40446.0777 eV
net charge: -1